Entry 1:
Here is the molecule C3H3ClN2O in a non-equilibrium geometry from the Open Molecules 2025 dataset. Energies are from wB97M-V/def2-TZVPD.

The calculation puts the total energy at -20705.224 eV. For the HOMO-LUMO gap (alpha / beta), the calculation gives 7.7 / 7.7 eV. The calculation puts the energy relative to the best compared isomer or geometry (same formula, charge and spin) at 99.51 kcal/mol.

Element x y z (Å)
C 0.69908 1.40695 -0.00657
C -0.09905 0.22899 -0.03579
C 2.73638 0.34490 0.51868
N 1.97132 1.19843 0.10584
N 0.51835 -0.88926 0.08615
O -0.30637 -2.01071 0.13099
Cl 4.04465 -0.41088 -0.14025
H 0.31536 2.40703 -0.04657
H -1.17749 0.30247 -0.12660
H 0.30729 -2.75962 0.11512

---

Entry 2:
Here is a structure of composition C34H38AsN7O5S4Ti in a non-equilibrium geometry from the Open Molecules 2025 dataset. Energies are from wB97M-V/def2-TZVPD.

The calculation puts the total energy at -183838.474 eV. For the HOMO-LUMO gap, the calculation gives 5.7 eV. The calculation puts the energy relative to the best compared isomer or geometry (same formula, charge and spin) at 0.00 kcal/mol.

Element x y z (Å)
Ti -17.54246 -1.61809 9.61192
S -19.71971 -0.52036 5.81418
As -20.17073 -1.25486 7.72588
S -19.07285 0.08153 9.23335
S -18.55632 -2.92741 8.03843
S -22.06173 -2.02902 8.19736
O -12.00052 -5.74773 8.25706
C -12.69559 -5.97016 9.46324
C -13.83843 -5.00401 9.52548
C -14.85660 -5.11471 10.46797
C -15.84661 -4.12745 10.57219
N -15.78536 -3.00030 9.80145
C -14.89867 -3.01748 8.77143
C -13.84954 -3.91410 8.66822
C -15.16230 -2.03415 7.71835
C -14.31634 -2.06860 6.57114
C -14.58123 -1.13173 5.57559
C -13.69419 -0.99814 4.39531
O -12.71291 -2.03283 4.45053
C -15.69694 -0.31972 5.70305
C -16.40639 -0.31646 6.87591
N -16.10575 -1.11679 7.93581
H -11.25907 -6.37884 8.09883
H -12.10123 -5.89951 10.43816
H -13.14944 -6.99564 9.51108
H -14.97856 -5.98767 11.10589
H -16.61879 -4.12513 11.36326
H -13.05139 -3.80854 7.95945
H -13.53141 -2.79611 6.46942
H -13.30206 0.01997 4.39355
H -14.21021 -1.13866 3.44114
H -12.01453 -1.82701 3.82384
H -16.07039 0.24100 4.82108
H -17.28703 0.28600 7.00307
C -17.63660 -2.95543 15.34160
N -16.77689 -2.53792 14.24223
C -15.36392 -2.72343 14.47725
C -17.18893 -1.44881 13.39405
C -18.44304 -1.76204 12.56713
C -19.63964 -1.54138 13.22542
C -20.84052 -2.09348 12.73577
C -20.76338 -2.91389 11.61754
C -19.53661 -3.14933 10.98261
C -18.44125 -2.33240 11.29613
H -17.91668 -2.10469 16.00761
H -17.02015 -3.59301 16.00970
H -18.54428 -3.50085 15.01273
H -14.81849 -1.84259 14.89821
H -14.83766 -2.93095 13.50160
H -15.21015 -3.54937 15.14024
H -16.31868 -1.13801 12.74108
H -17.47126 -0.53583 13.99695
H -19.56246 -1.03158 14.18507
H -21.77295 -1.92270 13.31383
H -21.59908 -3.48546 11.24912
H -19.49261 -3.92491 10.23620
O -20.10677 -6.86013 16.23040
C -20.06143 -8.15867 15.68023
N -19.81211 -7.98066 14.30347
C -19.42349 -9.08112 13.49908
O -19.34942 -10.21001 13.94275
C -19.04887 -8.71359 12.11805
C -18.20673 -9.61075 11.47527
C -17.80949 -9.32015 10.19406
C -18.20568 -8.12840 9.56080
N -19.04423 -7.30278 10.19140
C -19.41435 -7.56186 11.45546
H -20.26219 -6.84624 17.19734
H -21.00092 -8.72168 15.69965
H -19.22547 -8.78183 16.11141
H -19.47983 -7.03214 14.06814
H -18.00385 -10.58613 11.95623
H -17.16493 -10.03836 9.64201
H -17.91125 -7.87024 8.54851
H -20.09692 -6.81726 11.88505
N -11.89433 -0.57145 10.84845
C -12.45275 0.69831 10.88590
O -11.73852 1.68574 11.07252
C -13.93096 0.79759 10.92743
C -14.49878 2.02202 11.33982
C -15.84664 2.20714 11.25422
C -16.67495 1.09293 11.06159
N -16.15385 -0.06573 10.65925
C -14.80318 -0.24447 10.65047
H -10.97771 -0.65697 11.27073
H -12.39810 -1.47869 10.77775
H -13.79522 2.85869 11.54179
H -16.30152 3.17168 11.49604
H -17.75605 1.10922 11.19662
H -14.40848 -1.22570 10.40391